Density functional theory data (wB97M-V/def2-TZVPD) for a gas-phase ion, C6H6NO4P (charge -2) at a distorted geometry.

Net charge = -2
ΔE to the lowest compared entry with this formula, charge and spin = 20.9 kcal per mole
HOMO-LUMO gap = 5.6 eV
HOMO = 0.828 eV

```
18
C6H6NO4P | the Open Molecules 2025 dataset | wB97M-V/def2-TZVPD
C 1.21 -0.83 -0.54
C 0.04 -1.39 -0.12
C 0.51 1.21 0.50
C -2.46 -0.77 -0.61
C 1.56 0.49 -0.18
C -1.11 -0.52 0.32
N -0.76 0.85 0.63
O -4.25 -0.25 1.58
O -5.00 0.46 -0.74
O -2.62 -1.70 -1.37
O -3.22 1.70 0.31
P -3.85 0.19 0.21
H 1.92 -1.41 -1.00
H -0.40 -2.40 -0.31
H 0.64 2.27 0.87
H 2.56 0.69 -0.19
H -2.41 1.54 0.68
H -1.49 -0.77 1.35
```

Density functional theory data (wB97M-V/def2-TZVPD) for a molecular structure, C6H6NOPS at a distorted geometry.

ΔE to the lowest compared entry with this formula, charge and spin = 97.1 kcal per mole
HOMO-LUMO gap (spin up / spin down) = 7.6 / 4.9 eV
HOMO (spin up / spin down) = -8.879 / -7.282 eV

```
16
C6H6NOPS | the Open Molecules 2025 dataset | wB97M-V/def2-TZVPD
C 1.50 -0.56 1.47
C 0.07 -0.62 1.31
C 2.45 -0.15 0.59
C -1.75 -0.67 -0.15
C -1.70 0.30 -1.33
C -0.62 1.01 -0.46
N -0.64 -0.12 0.40
O -2.31 -1.65 0.20
P 3.28 0.64 -0.55
S -1.31 2.41 0.52
H 1.81 -1.24 2.33
H -0.44 -1.15 2.04
H -1.20 -0.06 -2.28
H -2.64 0.78 -1.68
H 0.40 1.29 -0.74
H 3.09 -0.20 -1.67
```

Density functional theory data (wB97M-V/def2-TZVPD) for C6H6O in the gas phase.

ΔE to the lowest compared entry with this formula, charge and spin = 87.2 kcal per mole
HOMO-LUMO gap = 11.1 eV
HOMO = -10.161 eV

```
13
C6H6O | the Open Molecules 2025 dataset | wB97M-V/def2-TZVPD
O 1.23 1.57 0.10
C 0.05 1.06 -0.47
C 0.28 -0.30 -1.16
C 0.58 -1.37 -0.21
C 0.80 -2.26 0.58
C -1.05 0.95 0.51
C -1.91 0.77 1.33
H 1.45 1.01 0.85
H -0.23 1.78 -1.25
H 1.11 -0.18 -1.86
H -0.62 -0.57 -1.73
H 0.99 -3.05 1.27
H -2.67 0.59 2.05
```

Repeat the second record exactly.
Density functional theory data (wB97M-V/def2-TZVPD) for a molecular structure, C6H6NOPS at a distorted geometry.

ΔE to the lowest compared entry with this formula, charge and spin = 97.1 kcal per mole
HOMO-LUMO gap (spin up / spin down) = 7.6 / 4.9 eV
HOMO (spin up / spin down) = -8.879 / -7.282 eV

```
16
C6H6NOPS | the Open Molecules 2025 dataset | wB97M-V/def2-TZVPD
C 1.50 -0.56 1.47
C 0.07 -0.62 1.31
C 2.45 -0.15 0.59
C -1.75 -0.67 -0.15
C -1.70 0.30 -1.33
C -0.62 1.01 -0.46
N -0.64 -0.12 0.40
O -2.31 -1.65 0.20
P 3.28 0.64 -0.55
S -1.31 2.41 0.52
H 1.81 -1.24 2.33
H -0.44 -1.15 2.04
H -1.20 -0.06 -2.28
H -2.64 0.78 -1.68
H 0.40 1.29 -0.74
H 3.09 -0.20 -1.67
```

Question: Which of these has the lowest ΔE to the lowest compared entry with this formula, charge and spin?
Answer: C6H6NO4P

Question: Look up the ΔE to the lowest compared entry with this formula, charge and spin of the third one.
Answer: 87.2 kcal per mole